[1]
DFT (the ωB97M-V functional and the def2-TZVPD basis) results for 2 unconnected molecules or ions with the total composition C4H11NO.

Summary:
ΔE to the lowest compared entry with this formula, charge and spin in kJ/mol: 28.8
Kohn-Sham gap (spin up / spin down) in eV: 10.9 / 8.5
<S²>: 0.76
F_max in eV Å⁻¹: 0.91

Structure (ORCA input):
```
! RIJCOSX wB97M-V def2-TZVPD def2/J DEFGRID3
* xyz 1 2
O 1.890 1.498 1.155
N -0.903 0.863 0.597
C -0.494 0.177 -0.454
C 0.251 -1.796 1.022
C -0.741 0.741 -1.815
C -0.035 -1.137 -0.261
H -0.002 1.497 -2.081
H 0.661 -1.118 1.771
H -0.669 -0.067 -2.538
H -1.741 1.171 -1.867
H -0.065 -1.759 -1.150
H 2.298 0.712 0.771
H -1.373 1.752 0.476
H -0.557 0.667 1.531
H 0.966 -2.613 0.917
H -0.661 -2.289 1.388
H 1.176 1.702 0.536
*
```

=====

[2]
DFT (the ωB97M-V functional and the def2-TZVPD basis) results for a molecular structure, C8H8ErN2O4 at a distorted geometry.

Summary:
Kohn-Sham gap (spin up / spin down) in eV: 5.8 / 5.9
<S²>: 3.75
F_max in eV Å⁻¹: 7.64

Structure (ORCA input):
```
! RIJCOSX wB97M-V def2-TZVPD def2/J DEFGRID3
* xyz 3 4
Er -0.108 -0.290 0.249
O 0.831 -1.951 -2.711
O 1.733 2.072 2.288
O 1.758 1.932 -1.811
O 3.177 -1.068 1.118
N -1.261 -3.522 2.704
N -1.275 -1.959 1.154
C -0.782 -4.490 3.677
C -0.527 -2.593 2.083
C -2.554 -3.485 2.178
C -2.584 -2.473 1.264
C 2.096 -0.956 0.739
C 0.523 -1.328 -1.799
C 0.975 1.443 1.700
C 1.181 1.112 -1.233
H -3.304 -4.181 2.494
H 0.291 -4.369 3.813
H -4.426 1.896 -1.008
H -0.972 -5.522 3.336
H -1.265 -4.406 4.665
H 0.487 -2.347 2.318
H -3.947 2.365 -1.356
H -3.443 -2.057 0.766
*
```

=====

[3]
DFT (the ωB97M-V functional and the def2-TZVPD basis) results for a molecular structure, C8H13BBr2F12N2O11S4Zr at a distorted geometry.

Summary:
ΔE to the lowest compared entry with this formula, charge and spin in kJ/mol: 1847.0
Kohn-Sham gap in eV: 2.7
F_max in eV Å⁻¹: 5.68

Structure (ORCA input):
```
! RIJCOSX wB97M-V def2-TZVPD def2/J DEFGRID3
* xyz 0 1
Zr 21.532 -26.085 22.131
Br 13.486 -32.738 21.867
Br 13.210 -36.048 18.615
S 21.114 -23.776 17.812
S 26.083 -27.157 21.268
S 25.381 -28.818 23.104
S 21.790 -26.275 17.377
F 26.839 -24.752 22.204
F 25.924 -30.752 21.285
F 23.285 -22.291 18.845
F 25.165 -31.589 23.114
F 19.130 -26.097 17.303
F 28.282 -26.266 22.666
F 26.497 -26.094 23.790
F 19.886 -28.051 17.285
F 22.487 -21.651 16.919
F 20.017 -26.788 15.379
F 23.775 -30.651 21.708
F 23.738 -23.408 17.111
O 24.673 -28.702 24.373
O 20.059 -29.180 23.473
O 22.412 -25.634 16.214
O 22.530 -27.469 17.863
O 27.040 -28.120 20.737
O 20.267 -22.912 18.605
O 26.806 -28.857 23.375
O 25.574 -26.352 20.160
O 19.845 -29.165 21.476
O 20.639 -23.874 16.457
O 22.160 -25.591 25.371
N 21.495 -25.270 18.635
N 24.658 -27.682 22.209
C 27.033 -25.996 22.596
C 20.078 -26.848 16.751
C 12.498 -34.580 19.765
C 19.170 -31.253 22.589
C 24.984 -30.587 22.300
C 19.644 -29.828 22.504
C 22.784 -22.726 17.673
C 13.812 -33.756 20.232
B 18.839 -24.487 22.639
H 19.747 -23.914 22.532
H 19.068 -25.125 23.479
H 22.215 -24.743 25.811
H 22.154 -26.231 26.084
H 14.644 -34.419 20.471
H 18.681 -25.079 21.752
H 17.990 -23.841 22.802
H 18.829 -31.522 23.589
H 18.431 -31.405 21.801
H 14.076 -33.029 19.464
H 11.943 -33.851 19.174
H 11.904 -34.889 20.624
H 19.985 -31.937 22.351
*
```

=====

[4]
DFT (the ωB97M-V functional and the def2-TZVPD basis) results for a single C15H18O2 molecule at a distorted geometry.

Summary:
SMILES: C=C[C@@]1(C)Cc2occ(C)c2C(=O)[C@@H]1C(=C)C
ΔE to the lowest compared entry with this formula, charge and spin in kJ/mol: 216.1
Kohn-Sham gap in eV: 9.5
F_max in eV Å⁻¹: 3.65

Structure (ORCA input):
```
! RIJCOSX wB97M-V def2-TZVPD def2/J DEFGRID3
* xyz 0 1
O 0.253 -1.755 1.760
O 2.492 1.639 -0.374
C -1.201 -1.702 -0.974
C 0.151 -0.817 0.975
C -1.687 1.671 0.769
C 3.332 1.069 0.572
C 1.377 -0.018 0.685
C 0.013 -2.134 -1.812
C -2.406 -2.315 -1.231
C 3.227 -0.724 2.385
C -0.848 2.380 1.627
C -2.382 0.905 -1.463
C 2.713 0.061 1.228
C -1.114 -0.674 0.143
C 1.294 0.946 -0.315
C -1.233 0.798 -0.415
C 0.067 1.311 -1.092
H 4.324 1.379 0.842
H 0.238 2.350 1.597
H -1.216 3.045 2.424
H 0.076 0.928 -2.101
H -2.762 1.749 0.964
H -3.315 0.522 -1.080
H 3.487 -1.734 2.110
H 0.353 -1.313 -2.468
H 4.146 -0.266 2.784
H -3.265 -2.058 -0.623
H 0.836 -2.436 -1.158
H -2.536 -3.055 -2.015
H -0.026 2.414 -1.196
H -2.129 0.436 -2.407
H -2.553 1.977 -1.715
H -1.932 -0.865 0.831
H -0.242 -2.984 -2.431
H 2.471 -0.727 3.175
*
```

=====

[5]
DFT (the ωB97M-V functional and the def2-TZVPD basis) results for 2 unconnected molecules or ions with the total composition C4H11N3O at a distorted geometry.

Summary:
SMILES: C=NC(=C)N.NCO
ΔE to the lowest compared entry with this formula, charge and spin in kJ/mol: 394.4
Kohn-Sham gap in eV: 8.2
F_max in eV Å⁻¹: 3.81

Structure (ORCA input):
```
! RIJCOSX wB97M-V def2-TZVPD def2/J DEFGRID3
* xyz 0 1
O 1.848 2.149 -2.175
N -0.692 0.231 1.459
N 0.130 2.403 -0.585
N -0.703 -1.867 1.731
C -0.963 -0.883 0.718
C -1.174 -1.126 -0.588
C -0.546 -3.107 1.581
C 1.313 1.675 -0.934
H 0.338 3.389 -0.473
H -1.340 -0.311 -1.272
H 2.048 1.806 -0.130
H 2.559 1.565 -2.458
H -1.316 -2.130 -0.953
H -0.427 -0.516 2.389
H -0.565 -3.746 2.455
H 1.056 0.613 -1.007
H -0.565 2.316 -1.319
H -0.595 1.108 0.957
H -0.406 -3.570 0.604
*
```

=====

[6]
DFT (the ωB97M-V functional and the def2-TZVPD basis) results for 4 unconnected molecules or ions with the total composition C22H56BrClN3O13P4 at a distorted geometry.

Summary:
Kohn-Sham gap in eV: 7.6
F_max in eV Å⁻¹: 3.17

Structure (ORCA input):
```
! RIJCOSX wB97M-V def2-TZVPD def2/J DEFGRID3
* xyz 1 1
Br 5.819 -5.426 -3.013
Cl 2.251 -2.822 0.132
P -2.870 2.353 1.914
P 2.611 4.899 2.178
P -3.373 -5.019 -0.726
P 5.680 -3.907 -4.572
O -4.109 -4.491 -2.048
O -2.290 3.050 0.584
O -1.736 1.275 2.143
O -2.054 -4.134 -0.848
O 2.770 3.694 3.192
O -4.299 2.089 1.748
O 4.113 5.458 2.258
O -4.182 -4.724 0.455
O -2.487 3.495 2.933
O 6.318 -2.628 -3.797
O 1.669 5.941 2.585
O -2.905 -6.439 -1.219
O 2.665 4.205 0.759
N 3.926 -3.479 -4.462
N 2.786 -1.645 -3.604
N 3.952 -1.301 -5.550
C 4.499 -2.287 -1.303
C 2.303 4.965 -0.415
C -2.841 3.400 4.328
C -3.768 -7.592 -1.035
C 1.636 2.864 3.509
C -1.874 0.011 0.027
C 4.380 6.789 2.705
C 3.213 6.147 -0.671
C -3.762 4.730 -0.397
C -3.148 3.349 -0.518
C -5.077 -7.484 -1.782
C -0.294 -5.504 0.209
C -5.368 -3.814 -1.950
C 4.572 6.854 4.207
C 1.195 1.977 2.363
C -2.082 2.319 5.071
C 2.175 -2.373 -2.476
C -5.146 -2.327 -1.768
C -1.854 -0.031 1.539
C 3.551 -2.144 -4.528
C -1.044 -4.188 0.174
C 3.136 -2.976 -1.427
H 4.260 5.846 -0.644
H -2.529 3.286 -1.416
H 6.431 -1.860 -4.372
H 1.570 -3.167 -2.914
H -4.122 4.908 0.615
H -1.498 -3.978 1.146
H -0.354 -3.379 -0.054
H 4.579 -1.367 -1.881
H 2.984 6.581 -1.645
H -1.050 0.614 -0.355
H 3.582 7.464 2.390
H 5.299 -2.970 -1.578
H 4.638 -1.741 -6.153
H 2.038 1.384 2.002
H 3.811 6.268 4.722
H -5.915 -4.018 -2.870
H 0.522 -5.448 0.930
H -2.743 -0.529 1.929
H -2.801 0.450 -0.344
H 2.528 -0.670 -3.709
H -5.964 -4.223 -1.133
H 1.264 5.286 -0.323
H 5.544 6.448 4.489
H -1.007 2.444 4.943
H 4.674 -2.019 -0.265
H 3.255 -4.038 -1.612
H 1.486 -1.690 -1.989
H -4.834 -1.873 -2.710
H -6.049 -1.821 -1.427
H -3.187 -8.439 -1.391
H -3.024 5.502 -0.621
H -3.925 2.590 -0.614
H 1.950 2.251 4.352
H -0.944 -6.328 0.500
H -4.596 4.841 -1.090
H -0.988 -0.588 1.895
H -2.344 1.324 4.711
H 0.813 2.559 1.525
H 0.113 -5.743 -0.775
H 3.422 -4.016 -5.165
H 0.406 1.313 2.697
H 2.353 4.256 -1.240
H -3.937 -7.738 0.033
H -1.805 -1.001 -0.378
H 3.186 -0.978 -6.135
H -2.321 2.366 6.133
H 4.515 7.885 4.556
H -2.612 4.376 4.749
H -3.919 3.244 4.411
H -4.911 -7.218 -2.825
H -5.723 -6.721 -1.345
H -4.346 -2.155 -1.048
H 0.815 3.502 3.845
H 5.287 7.109 2.191
H -5.605 -8.436 -1.729
H 3.073 6.924 0.080
*
```

=====

[7]
DFT (the ωB97M-V functional and the def2-TZVPD basis) results for a molecular structure, C7H9BrFNS at a distorted geometry.

Summary:
ΔE to the lowest compared entry with this formula, charge and spin in kJ/mol: 0.0
Kohn-Sham gap in eV: 9.4
F_max in eV Å⁻¹: 8.04

Structure (ORCA input):
```
! RIJCOSX wB97M-V def2-TZVPD def2/J DEFGRID3
* xyz 0 1
Br -2.699 1.764 1.210
S -0.504 3.490 0.244
F 2.514 1.482 -0.593
N 1.058 3.215 -0.253
C 0.103 -0.859 -1.565
C -0.070 0.923 0.119
C 1.413 2.013 -0.325
C -0.094 -0.600 -0.047
C 1.051 -1.226 0.871
C -1.320 -1.206 0.509
C -0.976 1.824 0.413
H -2.191 -0.706 -0.107
H -1.178 -2.281 0.412
H -1.696 -0.914 1.539
H 1.044 -0.283 -1.700
H 0.922 -2.291 0.611
H 0.908 -1.015 2.034
H 2.127 -0.859 0.724
H -0.658 -0.488 -2.304
H 0.246 -1.983 -1.793
*
```

=====

[8]
DFT (the ωB97M-V functional and the def2-TZVPD basis) results for a single C8H12N2 molecule at a distorted geometry.

Summary:
SMILES: [H]/N=C(\C)[C@@H]1C=CN=C1CC
ΔE to the lowest compared entry with this formula, charge and spin in kJ/mol: 264.7
Kohn-Sham gap in eV: 9.8
F_max in eV Å⁻¹: 4.75

Structure (ORCA input):
```
! RIJCOSX wB97M-V def2-TZVPD def2/J DEFGRID3
* xyz 0 1
N 2.084 -0.512 1.374
N -2.017 0.989 -0.300
C 0.865 -0.735 1.269
C -0.992 0.870 1.628
C -0.877 0.567 -0.596
C 0.969 0.949 -2.263
C 0.006 0.472 0.652
C -0.451 0.317 -1.963
C -2.163 1.171 1.068
C 0.059 -1.872 1.796
H 0.744 1.329 0.502
H 2.485 -1.241 1.954
H -0.345 -0.731 -2.038
H -0.778 0.798 2.761
H -0.749 -1.877 1.138
H 1.315 1.005 -3.368
H -1.179 0.647 -2.662
H -0.195 -1.652 2.864
H 0.932 1.916 -1.834
H -3.048 1.692 1.349
H 1.840 0.317 -1.889
H 0.569 -2.921 1.804
*
```

=====

[9]
DFT (the ωB97M-V functional and the def2-TZVPD basis) results for 2 unconnected molecules or ions with the total composition C5H14S at a distorted geometry.

Summary:
SMILES: CCSC.CC
ΔE to the lowest compared entry with this formula, charge and spin in kJ/mol: 218.4
Kohn-Sham gap in eV: 9.4
F_max in eV Å⁻¹: 6.89

Structure (ORCA input):
```
! RIJCOSX wB97M-V def2-TZVPD def2/J DEFGRID3
* xyz 0 1
S 0.037 1.621 1.222
C -1.397 -1.364 -0.126
C 1.752 0.625 1.288
C 2.113 -0.135 0.053
C 0.408 2.650 -0.328
C -2.613 -2.076 -0.703
H 1.431 -0.821 -0.121
H 1.499 0.034 2.244
H -2.420 -3.143 -0.854
H -1.437 -0.360 -0.495
H -0.070 3.691 -0.294
H -1.442 -1.316 0.925
H 2.954 -0.666 0.014
H -3.470 -2.126 0.069
H 1.432 2.641 -0.425
H -3.000 -1.713 -1.518
H -0.053 2.196 -1.137
H 2.519 1.515 1.373
H 2.152 0.506 -0.710
H -0.396 -1.760 -0.477
*
```

=====

[10]
DFT (the ωB97M-V functional and the def2-TZVPD basis) results for a molecular structure, C23H27CoN13OS3.

Summary:
ΔE to the lowest compared entry with this formula, charge and spin in kJ/mol: 0.0
Kohn-Sham gap (spin up / spin down) in eV: 6.4 / 6.7
<S²>: 0.76
F_max in eV Å⁻¹: 0.36

Structure (ORCA input):
```
! RIJCOSX wB97M-V def2-TZVPD def2/J DEFGRID3
* xyz -2 2
Co 0.261 0.791 -0.751
S -2.934 0.993 2.631
S -1.448 0.192 -2.106
S -2.681 -2.488 -2.147
O 1.481 1.448 0.555
N 3.278 0.063 -3.684
N 3.388 -1.072 -2.962
N 1.093 4.155 -2.965
N 1.810 0.069 -2.043
N 1.821 1.952 -3.542
N -0.032 3.683 -1.183
N -0.736 2.454 2.649
N 0.479 2.523 -1.639
N -2.112 2.841 0.862
N -0.080 -0.830 0.248
N 0.331 4.640 -1.970
N 2.531 -1.070 -1.994
N -0.999 -1.742 -0.278
C -3.246 2.577 -0.014
C 1.158 2.848 -2.726
C 2.298 0.723 -3.085
C 1.920 0.842 1.593
C -0.984 -4.734 -2.125
C -4.511 3.284 0.449
C 3.372 1.019 3.561
C 1.964 -0.891 3.297
C -0.544 4.912 2.911
C -1.019 -6.110 -2.331
C 1.206 -4.684 -3.145
C 2.875 -0.193 4.059
C 1.162 -6.060 -3.338
C 0.142 -4.026 -2.549
C 0.092 3.623 2.403
C 2.916 1.511 2.369
C -2.137 -4.056 -1.423
C 0.043 -6.772 -2.933
C 0.250 -2.667 1.789
C -1.880 2.152 1.999
C -1.601 -1.328 -1.336
C 0.528 -1.265 1.308
C 1.484 -0.438 2.055
H -1.319 3.268 0.385
H 0.324 3.695 1.340
H 1.591 -1.823 3.697
H 1.046 3.438 2.897
H 4.120 1.572 4.121
H 0.040 -3.309 0.938
H -0.631 -2.677 2.436
H 3.280 2.448 1.965
H -4.350 4.363 0.508
H 1.098 -3.071 2.331
H -1.893 -6.671 -2.015
H -0.736 4.854 3.985
H -2.946 2.933 -1.000
H 2.070 -4.109 -3.452
H -1.874 -3.835 -0.388
H -0.006 -7.844 -3.086
H -3.011 -4.710 -1.424
H -4.810 2.919 1.430
H -1.491 5.096 2.403
H 0.116 5.760 2.723
H -0.626 1.961 3.519
H 1.995 -6.571 -3.806
H 2.403 2.385 -4.239
H -3.412 1.502 -0.087
H 0.198 -2.957 -2.409
H 3.207 -0.584 5.012
H -5.324 3.096 -0.255
*
```

=====

[11]
DFT (the ωB97M-V functional and the def2-TZVPD basis) results for a single C2H4N2S molecule at a distorted geometry.

Summary:
SMILES: C=NNC=S
ΔE to the lowest compared entry with this formula, charge and spin in kJ/mol: 254.8
Kohn-Sham gap in eV: 8.6
F_max in eV Å⁻¹: 3.67

Structure (ORCA input):
```
! RIJCOSX wB97M-V def2-TZVPD def2/J DEFGRID3
* xyz 0 1
S -2.709 -0.784 0.037
N 0.397 -0.653 0.242
N -0.287 0.486 0.161
C 1.638 -0.795 -0.052
C -1.628 0.442 -0.022
H 2.285 0.150 -0.153
H 2.018 -1.961 -0.099
H 0.171 1.477 -0.180
H -1.885 1.638 0.066
*
```